[1]
Formula: C45H31F5I2N5O4Tl
Source: OMol25
Level of theory: ωB97M-V with the def2-TZVPD basis set

Calculated values
Kohn-Sham gap: 0.2148 Eh
HOMO level: -2.414 eV
total energy: -97295.5908 eV
M: 1258.95 g/mol

Geometry as ORCA input:
```
! wB97M-V def2-TZVPD RIJCOSX def2/J DEFGRID3
* xyz -2 1
Tl -0.07603 -0.34992 -0.37188
C 2.56067 -3.41455 -0.02533
C 2.17864 -2.49221 1.10044
C 1.02942 -2.71509 1.84846
C 0.64603 -1.83477 2.85661
C -0.63062 -2.06946 3.62132
C 1.45877 -0.74661 3.14124
C 2.63008 -0.51461 2.42708
C 3.50004 0.66600 2.76241
C 2.97346 -1.39242 1.40834
H 3.37576 -4.07757 0.27845
H 2.88670 -2.82676 -0.88461
H 1.70932 -4.02311 -0.32936
H 0.40454 -3.57370 1.63358
H -0.43058 -2.57070 4.57261
H -1.30865 -2.69391 3.04013
H -1.12956 -1.12358 3.83733
H 1.17073 -0.05394 3.92706
H 4.02166 0.50742 3.71070
H 2.89906 1.57255 2.85409
H 4.24593 0.83750 1.98757
H 3.86301 -1.20061 0.81725
I -5.82854 -0.56249 -0.58346
C -4.74313 0.65028 0.75553
C -5.40555 1.34924 1.74907
C -4.69085 2.14175 2.61826
I -5.78907 3.16220 4.13190
C -3.29225 2.27128 2.51922
C -2.48352 3.07249 3.35498
C -1.13317 3.14453 3.14308
C -0.56474 2.39810 2.09901
N -1.28869 1.63061 1.32042
C -2.61967 1.54795 1.48776
C -3.33804 0.67910 0.54529
O -2.76816 0.03459 -0.36392
H -6.48085 1.27401 1.83586
H -2.94921 3.63520 4.15414
H -0.50907 3.77057 3.76780
H 0.49703 2.44310 1.87945
N 0.91591 1.52304 -7.81180
C 0.60232 1.43270 -6.70884
C 0.23109 1.35684 -5.32883
C -0.86938 0.60951 -4.92039
C -1.17542 0.57724 -3.56740
N -0.47114 1.24408 -2.65859
C 0.55878 1.98129 -3.05924
C 0.96596 2.06652 -4.37819
H -1.45920 0.06145 -5.64102
H -2.00899 0.00485 -3.18520
H 1.06620 2.53937 -2.28617
H 1.82239 2.66236 -4.66521
O 2.77471 -0.19478 -1.60865
C 3.00639 0.89720 -1.11052
N 4.15464 1.62884 -1.43673
C 4.09585 2.95413 -0.86889
C 2.77550 2.77832 0.01912
O 2.39362 3.67686 0.75887
N 2.25096 1.57284 -0.19496
C 3.93585 4.00670 -1.95254
C 2.77246 4.75210 -2.10932
C 2.63161 5.62237 -3.18311
C 3.65753 5.77197 -4.10332
C 4.83114 5.04748 -3.94357
C 4.96516 4.17087 -2.87917
C 5.22659 3.25793 0.08787
C 5.26961 4.49494 0.73085
C 6.19752 4.73614 1.73119
C 7.10893 3.75395 2.09548
C 7.09544 2.53439 1.43659
C 6.15832 2.28719 0.44371
H 4.62096 1.44520 -2.30878
H 1.97610 4.66156 -1.38213
H 1.71226 6.18136 -3.30595
H 3.54594 6.44930 -4.94105
H 5.63897 5.16494 -4.65593
H 5.88268 3.60357 -2.76230
H 4.54689 5.25434 0.46436
H 6.20241 5.69378 2.23801
H 7.81680 3.93501 2.89562
H 7.81101 1.76586 1.70419
H 6.13218 1.32848 -0.05709
F -4.72157 -5.94473 -2.06803
C -3.80386 -4.95046 -2.16372
C -3.49443 -4.38014 -3.38555
F -4.14997 -4.79541 -4.49023
C -2.53081 -3.40268 -3.48338
F -2.26993 -2.89185 -4.71168
C -1.78484 -2.88964 -2.37600
O -0.87845 -2.01872 -2.50094
C -2.18843 -3.49535 -1.14407
F -1.58080 -3.09541 -0.00557
C -3.14095 -4.48222 -1.04099
F -3.42472 -5.02770 0.15688
*
```

These are the natural (NBO) partial charges, in e, on atoms 1 to 8: Tl 0.782; C -0.634; C -0.029; C -0.191; C -0.019; C -0.628; C -0.239; C 0.001

=====

[2]
Formula: C3H10OS2
Source: OMol25
Level of theory: ωB97M-V with the def2-TZVPD basis set

Calculated values
Kohn-Sham gap: 0.3221 Eh
HOMO level: -8.216 eV
SMILES string: CCSSC.O
total energy: -26991.0164 eV
M: 126.25 g/mol
energy relative to the best compared isomer or geometry (same formula, charge and spin): 6.3 kcal per mole

Geometry as ORCA input:
```
! wB97M-V def2-TZVPD RIJCOSX def2/J DEFGRID3
* xyz 0 1
C 0.15844 -1.75441 -1.39601
C -0.41810 -1.74930 0.01179
S -1.38122 -0.28702 0.44955
S 0.03232 1.21468 0.22120
C -0.99740 2.54448 -0.44106
H -0.60642 -1.98189 -2.14884
H 0.94826 -2.49322 -1.48106
H 0.54597 -0.76973 -1.68152
H -1.15872 -2.54833 0.15126
H 0.35736 -1.99960 0.73372
H -1.37253 2.24709 -1.41574
H -1.87764 2.78929 0.16741
H -0.29058 3.35902 -0.55915
O 3.77012 -0.72857 0.93946
H 3.29775 -1.54384 0.76816
H 3.25558 0.01388 0.59116
*
```

These are the natural (NBO) partial charges, in e, on atoms 1 to 8: C -0.631; C -0.537; S 0.090; S 0.051; C -0.736; H 0.213; H 0.210; H 0.223

=====

[3]
Formula: C8H7BrOS
Source: OMol25
Level of theory: ωB97M-V with the def2-TZVPD basis set

Calculated values
Kohn-Sham gap (alpha / beta): 0.2697 / 0.2606 Eh
⟨S²⟩: 2.039
HOMO level (alpha / beta): -6.709 / -9.623 eV
total energy: -91330.5210 eV
M: 231.11 g/mol

Geometry as ORCA input:
```
! wB97M-V def2-TZVPD RIJCOSX def2/J DEFGRID3
* xyz 0 3
C 2.17524 0.40292 -0.59866
C 1.14101 1.28946 -0.34269
C 1.93626 -0.96154 -0.56559
C -0.12675 0.82254 -0.05761
C 0.67243 -1.43815 -0.29119
C -0.38902 -0.55273 -0.04000
C -1.68101 -1.09626 0.20598
C -3.03101 -0.00748 1.03167
O -3.57084 -2.81160 0.24930
S -2.19026 -2.60985 -0.19242
Br -3.76073 1.16532 -0.27756
H 3.16520 0.77183 -0.81792
H 1.32603 2.35292 -0.36364
H 2.73694 -1.66046 -0.74826
H -0.92059 1.52873 0.12512
H 0.48523 -2.50063 -0.25569
H -2.52382 0.53075 1.81906
H -3.76163 -0.73499 1.35419
*
```

These are the natural (NBO) partial charges, in e, on atoms 1 to 8: C -0.196; C -0.211; C -0.208; C -0.131; C -0.189; C -0.155; C -0.229; C -0.455

=====

[4]
Formula: C26H48BMnN8OS3
Source: OMol25
Level of theory: ωB97M-V with the def2-TZVPD basis set

Calculated values
Kohn-Sham gap (alpha / beta): 0.1874 / 0.1904 Eh
⟨S²⟩: 1.242
HOMO level (alpha / beta): -16.312 / -16.478 eV
total energy: -106191.2251 eV
M: 650.68 g/mol
energy relative to the best compared isomer or geometry (same formula, charge and spin): 23.0 kcal per mole

Geometry as ORCA input:
```
! wB97M-V def2-TZVPD RIJCOSX def2/J DEFGRID3
* xyz 3 2
Mn 0.06538 0.28282 0.57310
C 4.78183 0.39898 0.69363
C 5.01219 -0.63877 -0.39734
C 5.16029 -2.02455 0.23523
C 6.26914 -0.25312 -1.18406
N 3.88602 -0.71205 -1.36185
C 3.96083 -1.53692 -2.44768
C 2.82437 -1.37832 -3.16997
N 2.03199 -0.46128 -2.54023
B 0.78868 0.10301 -3.29830
N 0.67116 1.62538 -3.07872
C 1.31493 2.48693 -3.91636
C 1.07166 3.74869 -3.48481
N 0.26324 3.67742 -2.38826
C 0.03690 2.36920 -2.14961
S -1.01286 1.66685 -0.96541
C -0.10737 4.93330 -1.68852
C 1.19601 5.53776 -1.15468
C -0.76245 5.86598 -2.71376
C -1.06343 4.69377 -0.52957
N -0.53315 -0.65475 -2.97928
C -1.52240 -0.70687 -3.91364
C -2.42335 -1.64893 -3.52781
N -1.98607 -2.19874 -2.35922
C -0.84505 -1.55278 -2.02656
S 0.07789 -1.69860 -0.57699
C -2.70157 -3.33280 -1.72082
C -1.78691 -4.07190 -0.75078
C -3.12735 -4.29767 -2.83588
C -3.93646 -2.77875 -1.00310
C 2.69418 -0.08476 -1.42389
S 2.06637 1.02941 -0.25989
H 5.64881 0.41477 1.35059
H 3.91297 0.15957 1.30682
H 4.67718 1.39702 0.27530
H 5.98981 -2.01086 0.93585
H 5.37036 -2.78830 -0.50692
H 4.25651 -2.30488 0.77393
H 7.08617 -0.08071 -0.48867
H 6.10413 0.66453 -1.74408
H 6.57607 -1.03753 -1.86921
H 4.80553 -2.16415 -2.64895
H 2.53711 -1.85018 -4.08586
H 0.99358 -0.06229 -4.44811
H 1.88655 2.15529 -4.75910
H 1.41748 4.67421 -3.89282
H 1.89991 5.75684 -1.95096
H 1.68279 4.87040 -0.44603
H 0.98562 6.47418 -0.64766
H -0.06200 6.18574 -3.47979
H -1.12674 6.76095 -2.21627
H -1.60885 5.38032 -3.19390
H -0.60095 4.05805 0.22352
H -1.99907 4.25410 -0.86169
H -1.28951 5.64931 -0.06259
H -1.52046 -0.07314 -4.77655
H -3.32079 -1.96142 -4.01691
H -0.84874 -4.33218 -1.23479
H -2.26793 -4.99411 -0.43840
H -1.58455 -3.49271 0.14688
H -2.30638 -4.47507 -3.52727
H -3.98977 -3.93344 -3.38788
H -3.40651 -5.25248 -2.40053
H -3.66091 -2.05798 -0.23359
H -4.47066 -3.59229 -0.51981
H -4.62295 -2.30127 -1.69721
N -0.28627 1.87062 2.09688
C -1.42442 1.47523 2.94938
C -2.51484 0.93017 2.03675
N -1.93123 -0.20813 1.30041
H 0.51771 2.07655 2.69236
H -0.53995 2.75002 1.64111
H -1.80515 2.31574 3.53986
H -1.09240 0.68801 3.63276
H -2.82118 1.68768 1.30687
H -3.39334 0.63398 2.61984
H -2.59377 -0.49934 0.57602
H -1.83539 -0.99907 1.94595
C 1.46468 -2.93926 2.54791
C 1.45577 -1.49511 2.89917
C 2.06023 -1.14445 4.21211
O 0.96068 -0.63624 2.16408
H 2.45361 -3.36785 2.69743
H 1.13157 -3.11265 1.52656
H 0.81358 -3.47228 3.24161
H 1.59170 -1.74432 4.99108
H 1.97198 -0.08801 4.45413
H 3.11433 -1.42013 4.22417
*
```

These are the Löwdin partial charges, in e, on atoms 1 to 8: Mn 0.110; C -0.070; C -0.534; C 0.000; C -0.001; N 0.026; C 0.008; C 0.002

=====

[5]
Formula: C9H17N3O
Source: OMol25
Level of theory: ωB97M-V with the def2-TZVPD basis set

Calculated values
Kohn-Sham gap: 0.3457 Eh
HOMO level: -8.638 eV
SMILES string: CCN(C)C(C)=O.Cc1c[nH]cn1
total energy: -16125.4992 eV
M: 183.26 g/mol
energy relative to the best compared isomer or geometry (same formula, charge and spin): 24.3 kcal per mole

Geometry as ORCA input:
```
! wB97M-V def2-TZVPD RIJCOSX def2/J DEFGRID3
* xyz 0 1
C 0.48636 3.51262 -0.03869
C 0.12174 2.02073 -0.03820
N 1.35214 1.16163 -0.08592
C 1.75972 0.71159 1.21122
C 2.20625 1.25577 -1.14550
C 1.72470 0.74265 -2.52075
O 3.41570 1.33633 -1.01520
H 1.34614 3.89984 0.51102
H -0.43870 4.01731 0.27951
H 0.66346 3.81871 -1.06473
H -0.33349 1.67574 0.88268
H -0.44973 1.83196 -0.94847
H 1.69851 1.30218 2.12081
H 1.33030 -0.29060 1.37641
H 2.84947 0.58956 1.30104
H 2.26988 -0.15935 -2.77125
H 0.65329 0.48170 -2.53427
H 1.83038 1.51150 -3.28035
C -1.24787 -1.85114 2.33530
C -1.61568 -2.24561 0.94038
C -2.71293 -3.01128 0.65931
N -2.70681 -3.18960 -0.68817
C -1.64567 -2.52170 -1.22231
N -0.99588 -1.90729 -0.23686
H -2.07006 -2.07776 3.01661
H -1.03103 -0.78744 2.43121
H -0.34611 -2.41955 2.58865
H -3.43479 -3.44882 1.32441
H -3.38937 -3.72573 -1.19485
H -1.28989 -2.23392 -2.19307
*
```

These are the natural (NBO) partial charges, in e, on atoms 1 to 8: C -0.634; C -0.195; N -0.469; C -0.444; C 0.686; C -0.699; O -0.601; H 0.223

=====

[6]
Formula: H11NO4
Source: OMol25
Level of theory: ωB97M-V with the def2-TZVPD basis set

Calculated values
Kohn-Sham gap: 0.2313 Eh
HOMO level: -9.563 eV
total energy: -9853.9654 eV
M: 89.09 g/mol
energy relative to the best compared isomer or geometry (same formula, charge and spin): 132.7 kcal per mole

Geometry as ORCA input:
```
! wB97M-V def2-TZVPD RIJCOSX def2/J DEFGRID3
* xyz 0 1
N -0.72039 2.40929 -2.01058
H -1.42766 3.05753 -2.33140
H -1.04890 1.48854 -2.27838
H -0.66014 2.42297 -1.00482
H -0.05212 0.80078 1.62286
H -0.57696 0.68254 0.26500
O -0.53152 1.35745 0.96255
H 1.20762 -0.77608 2.79646
H -0.65043 -1.08029 1.09651
O 0.77275 -0.75607 1.93140
H 0.27950 -3.36266 0.59221
H 0.88234 -2.01492 1.12215
O 0.90663 -2.67743 0.33327
H 1.04462 0.00842 -1.38329
H 0.35081 -1.09674 -0.49481
O 0.22385 -0.46332 -1.21912
*
```

These are the natural (NBO) partial charges, in e, on atoms 1 to 8: N -1.089; H 0.353; H 0.359; H 0.375; H 0.492; H 0.464; O -0.951; H 0.508

=====

Repeat the second record exactly.
Formula: C3H10OS2
Source: OMol25
Level of theory: ωB97M-V with the def2-TZVPD basis set

Calculated values
Kohn-Sham gap: 0.3221 Eh
HOMO level: -8.216 eV
SMILES string: CCSSC.O
total energy: -26991.0164 eV
M: 126.25 g/mol
energy relative to the best compared isomer or geometry (same formula, charge and spin): 6.3 kcal per mole

Geometry as ORCA input:
```
! wB97M-V def2-TZVPD RIJCOSX def2/J DEFGRID3
* xyz 0 1
C 0.15844 -1.75441 -1.39601
C -0.41810 -1.74930 0.01179
S -1.38122 -0.28702 0.44955
S 0.03232 1.21468 0.22120
C -0.99740 2.54448 -0.44106
H -0.60642 -1.98189 -2.14884
H 0.94826 -2.49322 -1.48106
H 0.54597 -0.76973 -1.68152
H -1.15872 -2.54833 0.15126
H 0.35736 -1.99960 0.73372
H -1.37253 2.24709 -1.41574
H -1.87764 2.78929 0.16741
H -0.29058 3.35902 -0.55915
O 3.77012 -0.72857 0.93946
H 3.29775 -1.54384 0.76816
H 3.25558 0.01388 0.59116
*
```

These are the natural (NBO) partial charges, in e, on atoms 1 to 8: C -0.631; C -0.537; S 0.090; S 0.051; C -0.736; H 0.213; H 0.210; H 0.223

=====

- Which formula does entry 3 have?
  C8H7BrOS

=====

- Which of these has the highest M?
  C45H31F5I2N5O4Tl